Here is a molecular structure, C38H58N8O4P2Ti at a distorted geometry from the Open Molecules 2025 dataset. Energies are from wB97M-V/def2-TZVPD.

Geometry as XYZ:
```
111
Properties=species:S:1:pos:R:3:forces:R:3
Ti -0.128 -0.122 0.242 -0.558 0.876 -1.249
C -2.430 2.072 2.818 -0.034 0.073 0.087
C -2.315 3.528 2.366 0.304 -0.123 -0.026
C -1.919 4.415 3.558 -0.053 0.002 -0.020
C -1.399 3.845 1.177 -0.302 0.216 0.072
C -1.718 5.049 0.538 -0.045 -0.047 0.086
C -0.953 5.576 -0.482 0.046 -0.061 -0.008
C 0.225 4.930 -0.820 -0.019 -0.010 0.090
C 0.594 3.743 -0.194 0.085 0.180 -0.168
C 1.998 3.217 -0.393 -0.082 0.187 -0.067
C 2.929 3.877 0.632 0.049 0.070 0.079
C 2.541 3.387 -1.810 -0.025 -0.042 -0.067
C -0.274 3.140 0.733 0.132 -0.494 0.179
N 0.012 1.794 1.210 0.224 0.158 0.543
C 0.482 1.725 2.481 -0.024 -0.416 -0.285
O 0.827 2.627 3.230 0.022 0.299 0.066
C 0.545 0.300 3.004 -0.081 0.140 -0.056
C 0.689 -0.034 4.335 0.072 0.153 0.166
C 0.703 -1.377 4.680 0.018 -0.059 0.134
C 0.626 -2.351 3.691 -0.003 -0.220 0.154
C 0.504 -1.942 2.383 0.128 -0.093 -0.189
N 0.428 -0.646 2.079 0.538 -0.449 1.368
C 0.594 -2.869 1.181 -0.072 0.391 -0.058
O 0.641 -4.081 1.349 0.050 -0.181 0.146
N 0.681 -2.170 0.029 0.008 -0.396 0.595
C 1.271 -2.908 -1.062 -0.295 0.228 0.133
C 0.494 -3.304 -2.159 -0.098 -0.099 -0.146
C 1.113 -3.899 -3.256 0.012 -0.014 0.022
C 2.472 -4.159 -3.261 -0.029 0.015 0.059
C 3.217 -3.845 -2.137 -0.009 -0.018 -0.027
C 2.643 -3.224 -1.032 0.222 -0.029 0.032
C 3.548 -2.974 0.170 -0.043 -0.122 -0.030
C 4.931 -2.430 -0.231 0.037 0.004 0.004
C 3.772 -4.263 0.982 -0.056 0.014 -0.020
C -1.023 -3.255 -2.111 0.228 -0.170 -0.065
C -1.664 -2.775 -3.407 0.002 0.066 -0.120
C -1.551 -4.642 -1.716 0.006 -0.033 -0.008
H -3.397 1.918 3.304 0.068 0.065 0.015
H -1.657 1.816 3.550 -0.124 0.051 -0.061
H -2.349 1.388 1.979 -0.052 0.092 0.028
H -3.311 3.840 2.045 -0.081 0.010 -0.055
H -0.906 4.169 3.881 -0.043 0.006 -0.010
H -2.607 4.250 4.393 0.045 0.008 -0.052
H -1.948 5.475 3.295 -0.007 -0.059 0.007
H -2.607 5.580 0.868 0.034 -0.031 -0.023
H -1.248 6.493 -0.980 0.030 -0.055 0.043
H 0.882 5.369 -1.560 0.006 -0.007 0.005
H 1.962 2.169 -0.165 -0.005 -0.248 0.060
H 2.945 4.964 0.489 0.036 -0.097 0.009
H 3.957 3.510 0.508 -0.099 0.046 0.027
H 2.595 3.684 1.658 0.032 0.013 -0.160
H 2.744 4.434 -2.048 -0.018 -0.025 0.006
H 1.846 2.996 -2.561 0.044 0.023 0.077
H 3.489 2.849 -1.909 -0.050 0.057 0.005
H 0.785 0.762 5.061 0.008 -0.031 0.008
H 0.794 -1.668 5.719 0.005 0.012 -0.030
H 0.671 -3.412 3.902 0.012 0.070 0.010
H 0.511 -4.192 -4.109 0.039 0.011 0.038
H 2.940 -4.632 -4.116 -0.022 0.023 0.033
H 4.274 -4.096 -2.113 -0.092 0.029 -0.017
H 3.040 -2.257 0.818 0.004 0.046 -0.008
H 5.607 -3.249 -0.490 -0.049 0.056 0.028
H 5.400 -1.889 0.600 -0.034 -0.060 -0.060
H 4.885 -1.779 -1.105 -0.007 -0.065 0.020
H 4.246 -5.016 0.343 -0.023 0.055 0.072
H 2.834 -4.670 1.357 0.032 0.027 -0.049
H 4.438 -4.070 1.832 -0.049 -0.007 -0.100
H -1.279 -2.564 -1.320 -0.034 0.163 0.110
H -1.465 -3.468 -4.230 -0.037 0.039 0.047
H -1.295 -1.787 -3.692 -0.024 -0.065 0.029
H -2.753 -2.722 -3.299 0.065 -0.016 -0.029
H -1.341 -5.368 -2.509 -0.025 0.053 0.065
H -2.635 -4.616 -1.557 0.092 -0.001 -0.036
H -1.071 -4.999 -0.800 -0.024 0.023 -0.065
C -4.278 2.856 -0.694 -0.178 -0.099 0.155
P -2.948 1.610 -0.975 -0.009 0.108 0.200
C -2.415 2.225 -2.616 0.073 0.036 -0.089
C -3.995 0.138 -1.431 0.139 -0.261 0.189
C -3.645 -1.217 -0.746 0.028 0.396 -0.195
P -2.628 -1.150 0.786 -0.057 -0.135 -0.165
C -2.612 -2.920 1.250 0.003 -0.014 0.011
C -3.905 -0.568 1.960 0.005 0.039 0.088
H -5.004 2.847 -1.513 0.011 0.036 0.060
H -3.832 3.850 -0.624 0.003 -0.072 -0.025
H -4.804 2.656 0.248 0.058 0.019 -0.129
H -1.853 1.463 -3.157 0.002 0.004 0.059
H -1.766 3.094 -2.472 -0.046 -0.023 0.003
H -3.286 2.527 -3.206 0.069 -0.020 -0.025
H -3.950 0.008 -2.513 -0.058 -0.006 -0.020
H -5.020 0.410 -1.180 -0.086 -0.047 -0.021
H -3.109 -1.865 -1.437 -0.029 0.086 -0.011
H -4.568 -1.733 -0.474 -0.045 -0.100 -0.004
H -3.604 -3.348 1.099 -0.016 -0.034 0.029
H -2.349 -3.009 2.306 0.013 -0.006 0.015
H -1.884 -3.492 0.678 -0.028 0.054 -0.006
H -4.685 -1.330 1.999 -0.064 0.021 0.009
H -4.338 0.375 1.623 0.033 -0.056 0.008
H -3.497 -0.416 2.959 -0.022 -0.061 -0.053
N 3.225 0.422 0.742 -0.158 0.008 0.006
N 3.558 0.413 -0.612 0.199 -0.007 0.076
C 2.612 0.147 -1.557 -0.009 0.139 0.199
N 3.051 -0.159 -2.779 0.106 -0.050 -0.354
N 1.354 0.264 -1.234 -0.747 -0.118 -0.869
N 0.384 0.037 -2.230 -0.139 -0.380 0.484
O 0.500 0.107 -3.482 -0.116 0.154 0.349
O -0.804 -0.175 -1.571 0.897 0.167 -1.399
H 3.581 1.263 1.176 0.010 0.035 0.026
H 3.583 -0.405 1.202 0.013 -0.011 0.044
H 4.487 0.110 -0.849 0.109 0.021 -0.005
H 4.020 -0.032 -3.009 -0.012 -0.013 -0.018
H 2.346 -0.165 -3.511 0.043 -0.021 -0.014
```
Forces are in eV/Å.

For the HOMO energy (spin up / spin down), the calculation gives -6.80 / -7.90 eV. Its orbital gap (spin up / spin down) is 6.7759 / 7.6676 eV. The spin multiplicity is 3. Its expectation value of S² is 2.012. For the energy relative to the best compared isomer or geometry (same formula, charge and spin), the calculation gives 0.87 kcal/mol.